1.
60
Properties=species:S:1:pos:R:3:forces:R:3:lowdin_charge:R:1 method="wB97M-V/def2-TZVPD" homo_ev=-8.1 max_force_ha_per_bohr=0.027 smiles="COc1ccc(Cc2nc3ccc(C(=O)N[C@@H](C)Cc4ncccc4C)cc3o2)cc1OC" multiplicity=1 total_energy_ha=-1472.2227 relative_energy_kcal_mol=17.5
C 6.205860 -2.701810 -2.227379 0.1 -0.1 -0.2 -0.0858
H 5.517761 -2.400023 -3.024424 0.0 0.0 0.0 0.0961
O 5.734704 -2.316317 -0.961157 -0.3 0.0 0.4 -0.0649
C 4.550759 -2.831375 -0.528013 0.1 0.1 0.0 -0.2013
C 3.749441 -3.704400 -1.240763 0.3 0.2 -0.1 -0.0136
C 2.554661 -4.171396 -0.704809 -0.1 0.0 0.2 -0.0421
C 2.157156 -3.778668 0.555334 0.1 -0.2 -0.3 -0.2251
C 2.954292 -2.895830 1.282000 0.2 0.1 0.0 0.0310
C 4.140002 -2.414725 0.760372 0.1 0.1 0.0 -0.1888
O 4.976952 -1.548643 1.392583 0.0 -0.2 -0.4 -0.0615
C 4.619647 -1.096838 2.675463 -0.1 0.1 0.2 -0.0787
H 5.414423 -0.416702 2.977717 -0.1 0.0 0.0 0.0946
H 3.666142 -0.558621 2.663512 0.0 0.0 0.0 0.0968
H 4.558143 -1.923367 3.390992 0.0 0.0 0.0 0.0981
H 2.613337 -2.591969 2.258904 0.0 0.1 0.1 0.1071
C 0.858755 -4.257886 1.166598 0.0 0.1 -0.2 -0.0461
C -0.008937 -3.078807 1.409026 -0.1 0.1 0.7 -0.3214
N -0.043606 -2.368727 2.485617 0.4 -0.6 0.2 0.2005
C -0.926413 -1.348502 2.216754 -0.5 0.2 -1.0 -0.2057
C -1.374596 -0.282943 2.985553 0.1 -0.2 -0.1 0.0049
C -2.257295 0.598579 2.397824 -0.1 0.1 -0.1 -0.0299
C -2.705207 0.429399 1.081234 0.1 -0.3 0.0 -0.1310
C -2.294574 -0.656105 0.316103 0.0 -0.2 -0.1 0.0668
C -1.397948 -1.523881 0.899182 -0.1 0.8 1.1 -0.1767
O -0.800717 -2.636638 0.400142 0.0 -0.3 -0.4 0.1427
H -2.662478 -0.785129 -0.688578 -0.1 0.0 -0.1 0.1318
C -3.582083 1.418954 0.391107 -0.1 0.0 0.3 -0.4468
O -4.344907 1.100022 -0.502681 -0.1 -0.1 -0.2 0.0652
N -3.442803 2.703396 0.813747 -0.1 0.2 0.3 0.0974
H -2.657650 2.906260 1.415964 0.1 -0.2 -0.1 0.1301
C -3.819789 3.794067 -0.063241 -0.2 0.2 -0.1 -0.3517
C -4.441563 4.930732 0.737141 0.0 -0.2 -0.2 -0.0479
H -5.325361 4.578608 1.262654 -0.1 0.0 0.1 0.0796
H -4.729482 5.741416 0.073355 0.0 0.2 0.0 0.0793
H -3.731480 5.313908 1.467017 0.1 0.1 0.1 0.0779
H -4.556706 3.379373 -0.757185 0.1 0.1 0.1 0.1384
C -2.570164 4.269949 -0.840402 -0.2 -0.2 -0.1 -0.0806
C -1.716840 3.094237 -1.232446 0.0 0.2 -0.3 -0.2574
N -0.726593 2.838339 -0.383476 0.1 0.3 0.3 0.1140
C 0.053941 1.793315 -0.586942 0.2 -0.3 -0.1 -0.1460
C -0.105236 0.936783 -1.662233 0.0 0.1 0.0 -0.0643
C -1.137770 1.197428 -2.546501 0.1 0.1 0.1 -0.0283
C -1.978485 2.286335 -2.343773 0.2 -0.1 0.0 -0.2094
C -3.140207 2.518964 -3.254021 -0.1 0.0 0.1 -0.0311
H -3.285668 3.576216 -3.463415 0.0 0.1 -0.1 0.0780
H -4.041317 2.134127 -2.775406 -0.1 0.0 0.0 0.0779
H -3.001207 1.988827 -4.193375 0.0 0.0 -0.1 0.0802
H -1.305497 0.546831 -3.393833 0.0 0.0 -0.1 0.1153
H 0.549800 0.090141 -1.798607 0.1 -0.1 0.0 0.1041
H 0.832612 1.641197 0.149318 0.1 -0.1 0.0 0.1063
H -1.970278 4.904223 -0.184957 0.0 0.0 -0.1 0.1179
H -2.879109 4.850455 -1.708791 0.0 0.1 0.0 0.1140
H -2.632549 1.426951 2.980477 0.0 0.1 0.0 0.1115
H -1.035673 -0.155949 4.000660 0.0 0.0 0.1 0.1129
H 1.052001 -4.747798 2.121844 -0.1 0.0 0.0 0.1335
H 0.354934 -4.947004 0.489109 0.0 -0.1 0.1 0.1263
H 1.945854 -4.848896 -1.284195 -0.1 -0.1 0.0 0.1114
H 4.040346 -4.033933 -2.225236 0.1 0.0 -0.1 0.1034
H 6.374124 -3.782671 -2.283989 0.0 0.0 0.0 0.0966
H 7.154542 -2.183480 -2.357478 -0.1 -0.1 0.0 0.0942


2.
67
Properties=species:S:1:pos:R:3:forces:R:3:lowdin_charge:R:1 method="wB97M-V/def2-TZVPD" homo_ev="-9.4 / -9.4" max_force_ha_per_bohr=0.023 charge=+1 multiplicity=1 total_energy_ha=-2234.5980 relative_energy_kcal_mol=64.5
Os 0.166895 1.287258 -0.505229 -0.3 -0.6 -0.5 1.6712
N -1.617883 4.270654 1.954846 0.0 0.0 -0.1 0.0737
C -0.913386 3.142621 1.909459 0.0 -0.1 0.1 -0.0721
N -0.826897 2.764092 0.646171 0.2 0.0 0.0 -0.0067
C -1.501011 3.736209 -0.037674 0.0 0.0 0.0 -0.2796
N -1.999398 4.668876 0.725952 0.0 0.0 0.0 0.1676
C -1.567513 3.621218 -1.484542 -0.1 -0.1 0.0 -0.1561
C -2.213123 4.503291 -2.339495 0.0 0.0 0.0 -0.0247
N -2.246485 4.292720 -3.646825 0.0 0.0 0.0 0.1221
C -1.641322 3.201031 -4.104154 0.0 0.0 0.0 -0.0657
C -0.984768 2.315338 -3.263876 0.1 0.0 0.0 -0.0555
N -0.944408 2.538044 -1.954559 0.1 0.1 0.0 -0.0058
H -1.861040 4.824271 2.761234 0.0 0.0 0.0 0.1781
H -0.479324 2.647170 2.760618 0.0 0.0 0.0 0.1382
H -2.705408 5.384997 -1.949397 0.0 0.0 0.0 0.1329
H -1.677617 3.020668 -5.170520 0.0 0.0 0.0 0.1233
H -0.490186 1.427188 -3.633482 0.0 0.0 0.0 0.1268
C -3.488760 -4.103989 1.823080 0.0 0.2 0.0 -0.0501
N -3.300061 -2.868379 2.576583 0.0 -0.4 0.2 -0.2132
C -4.528627 -2.145734 2.859378 0.1 0.0 -0.1 -0.0922
C -2.100178 -2.256400 2.642963 0.0 0.7 0.1 -0.7562
S -2.010223 -0.571504 2.668997 0.3 0.2 1.1 0.7036
N -0.994294 -3.035325 2.678966 -0.2 -0.4 -0.2 -0.2069
C -0.993321 -4.351360 3.303954 0.1 0.1 0.0 -0.0497
C 0.308978 -2.539401 2.292799 0.0 -0.1 0.0 -0.0698
H -4.250779 -3.920970 1.063619 0.0 0.0 0.0 0.0956
H -3.818797 -4.922706 2.465182 0.0 0.0 0.0 0.0935
H -2.570733 -4.380371 1.315574 0.0 0.0 0.0 0.0842
H -5.304222 -2.880698 3.074110 0.0 0.0 0.0 0.0905
H -4.826153 -1.541775 1.999534 0.0 0.0 0.0 0.0827
H -4.396004 -1.501830 3.723566 0.0 0.0 0.0 0.0659
H -1.899169 -4.485895 3.888162 0.0 0.0 0.0 0.0926
H -0.133791 -4.408406 3.974209 0.0 0.0 0.0 0.0941
H -0.909714 -5.156830 2.571008 0.0 0.0 0.0 0.0902
H 0.202225 -1.714429 1.595233 0.0 0.0 0.0 0.0478
H 0.849214 -3.350711 1.801199 0.0 0.0 0.0 0.0974
H 0.881958 -2.205850 3.162910 0.0 0.1 0.0 0.0910
C 3.426899 0.789358 3.058696 -0.1 0.0 -0.1 -0.0504
C 2.072142 0.633214 3.317223 0.2 -0.1 0.0 -0.0709
C 1.152692 0.752507 2.288529 -0.3 0.2 0.0 -0.1825
C 1.541534 1.004801 0.964871 0.3 0.5 -0.1 -0.2899
C 2.924603 1.153250 0.734648 0.0 -0.1 -0.1 -0.0923
C 3.845878 1.057680 1.759085 0.1 -0.1 0.1 -0.0652
H 4.149883 0.705975 3.859355 0.0 0.0 0.0 0.1130
H 1.728365 0.421590 4.321879 0.0 0.0 0.0 0.1155
H 0.104299 0.605491 2.521466 0.0 -0.1 0.0 -0.0284
H 3.302936 1.378508 -0.251322 0.0 0.0 0.0 0.0880
H 4.898395 1.189002 1.545047 0.0 0.0 0.0 0.1110
O 1.120345 -2.206807 -2.119753 0.0 0.1 0.0 0.1577
C 1.588837 -1.135781 -2.368265 0.1 -0.1 -0.1 -0.3553
N 1.244302 0.093027 -1.766986 -0.2 -0.2 -0.1 -0.0077
C 1.959017 1.081064 -2.270370 0.3 0.0 0.2 -0.4525
O 1.707836 2.205295 -1.725441 0.0 -0.1 0.2 -0.0704
C 2.891910 0.598922 -3.304718 0.0 0.1 -0.1 -0.0883
C 3.828385 1.220959 -4.100796 0.0 0.0 0.0 0.0144
C 4.550723 0.413302 -4.979909 0.0 0.0 0.0 -0.0459
C 4.329136 -0.956443 -5.042812 0.0 0.0 0.0 -0.0378
C 3.377352 -1.576356 -4.229368 0.0 0.0 0.0 0.0200
C 2.666308 -0.778004 -3.367446 0.0 0.1 0.1 -0.0752
H 4.001971 2.287163 -4.046555 0.0 0.0 0.0 0.1261
H 5.297290 0.860123 -5.622066 0.0 0.0 0.0 0.1141
H 4.908028 -1.553376 -5.734469 0.0 0.0 0.0 0.1153
H 3.202651 -2.643015 -4.271777 0.0 0.0 0.0 0.1302
O -2.771426 -1.209379 0.189956 0.1 0.0 -0.9 -0.0146
C -2.283573 -0.761770 -0.804560 -0.6 -0.7 -0.3 -0.4148
O -1.349001 0.172536 -0.911556 0.0 0.3 0.7 -0.2664
H -2.632425 -1.105908 -1.792130 0.3 0.2 -0.2 0.1443


3.
61
Properties=species:S:1:pos:R:3:forces:R:3:lowdin_charge:R:1 method="wB97M-V/def2-TZVPD" s2=2.053 homo_ev="-7.5 / -7.5" max_force_ha_per_bohr=0.013 multiplicity=3 total_energy_ha=-1533.1674
Au 0.307733 0.045759 0.117313 -0.3 -0.2 -0.1 1.1370
O -0.362990 -0.285655 -4.476926 0.0 -0.2 -0.2 0.0553
C -0.731683 -1.586148 -4.477517 0.0 0.1 0.0 -0.2639
C -0.971345 -2.175554 -5.719012 0.0 0.0 -0.1 -0.0199
C -1.345735 -3.501067 -5.803541 0.0 0.0 0.0 -0.0870
C -1.491756 -4.270095 -4.649417 0.0 0.0 0.0 -0.0971
C -1.256228 -3.689443 -3.420632 0.0 0.0 0.1 -0.0377
C -0.876510 -2.347774 -3.306122 0.0 0.1 0.0 -0.0840
C -0.623975 -1.760703 -1.962275 0.1 0.5 -0.1 -0.4140
O -0.245466 -0.499807 -1.914209 0.0 -0.5 -0.3 -0.1953
N -0.794111 -2.528270 -0.927378 0.0 0.0 0.2 0.0666
N -0.469901 -1.897468 0.262108 0.1 0.5 -0.5 -0.1236
C -0.715272 -2.509516 1.351598 0.0 -0.3 0.5 -0.0724
C -0.450382 -2.046232 2.695652 0.0 -0.1 -0.1 -0.1489
C -0.721910 -2.984467 3.713286 -0.1 -0.1 -0.1 -0.0659
C -0.551750 -2.705898 5.041946 0.1 0.1 0.2 -0.1075
C -0.091093 -1.429630 5.398814 -0.1 0.0 -0.1 -0.0870
C 0.180551 -0.487992 4.436263 0.0 0.0 -0.1 -0.0262
C 0.023918 -0.755577 3.051490 0.0 0.3 -0.3 -0.3484
O 0.307816 0.224688 2.217247 0.1 -0.2 0.6 -0.2189
H -0.221211 -0.043244 -3.541591 0.0 0.1 0.2 0.0568
H -0.850288 -1.561354 -6.605575 0.0 -0.1 0.1 0.1168
H -1.525520 -3.944055 -6.776669 0.0 0.0 0.0 0.1018
H -1.784411 -5.311360 -4.715483 0.0 0.1 0.0 0.0973
H -1.359500 -4.260575 -2.506467 0.0 0.0 -0.1 0.1045
H -1.165350 -3.496697 1.248713 0.0 0.0 0.0 0.1299
H -1.089092 -3.963711 3.417330 0.0 0.1 0.0 0.1083
H -0.768415 -3.451892 5.797457 0.0 0.1 -0.1 0.0973
H 0.041323 -1.177503 6.445391 0.0 0.0 -0.1 0.1022
H 0.525462 0.506609 4.693332 0.0 -0.1 0.0 0.1106
C 0.007787 6.807427 -1.319681 0.0 0.0 0.0 -0.0426
C -0.376874 5.388186 -0.979499 -0.1 0.1 0.0 -0.2554
C -1.717777 5.037872 -0.792603 0.0 0.0 0.0 0.0192
C -2.092559 3.730843 -0.471299 -0.1 0.1 0.0 -0.2519
C -3.541374 3.355520 -0.270483 0.1 0.0 0.0 -0.0370
C -1.106947 2.782269 -0.340943 0.3 -0.1 0.0 0.0224
C 0.285330 3.071158 -0.528277 0.1 0.0 0.0 -0.2145
C 0.602631 4.429371 -0.852056 0.0 -0.3 0.1 0.0356
N 1.145386 2.034948 -0.380105 -0.1 0.1 0.1 0.0618
C 2.623013 1.958737 -0.557286 0.0 -0.1 0.0 -0.5942
C 3.185066 1.376531 0.751095 -0.1 0.0 0.0 -0.0509
C 3.424086 3.225748 -0.868668 -0.2 0.1 0.0 -0.0641
C 2.870020 0.966533 -1.706247 -0.1 0.0 0.0 -0.0449
H -0.869019 7.453149 -1.372037 0.0 0.0 0.0 0.0751
H 0.517971 6.853125 -2.285262 0.0 0.0 0.1 0.0860
H 0.686655 7.219820 -0.569229 0.0 0.0 0.0 0.0853
H -2.485733 5.798359 -0.895835 0.1 0.0 0.0 0.1201
H -4.192823 4.222324 -0.376115 0.0 0.0 0.0 0.0749
H -3.697168 2.930853 0.721742 0.0 0.0 0.0 0.0864
H -3.851340 2.606862 -1.000700 0.0 0.0 0.0 0.0873
H -1.396500 1.767764 -0.091444 0.0 0.0 0.0 0.0899
H 1.615028 4.744306 -0.998981 0.2 0.0 0.0 0.0840
H 2.986732 2.051298 1.587950 0.0 -0.1 -0.1 0.0941
H 4.264538 1.243634 0.651777 -0.1 0.0 0.0 0.0895
H 2.737995 0.408746 0.988167 0.1 0.1 0.0 0.0549
H 3.338922 3.976421 -0.080153 0.0 0.0 -0.1 0.0878
H 3.160423 3.659047 -1.834180 0.0 0.0 0.0 0.0848
H 4.472683 2.932818 -0.924803 0.0 0.0 0.0 0.0871
H 2.411346 -0.003995 -1.507206 0.0 0.1 0.0 0.0576
H 3.945628 0.823949 -1.828709 -0.1 0.0 0.0 0.0909
H 2.456982 1.350109 -2.643055 0.0 0.0 0.1 0.0937